Entry from the OMol25 dataset: a molecular structure, C36H39AsCdF6IN4P2S2 (ωB97M-V/def2-TZVPD).

```
92
Properties=species:S:1:pos:R:3:forces:R:3
C 1.3769 -4.8576 1.8444 0.09 0.10 0.10
H 3.9784 -0.3145 0.7421 -0.01 -0.04 -0.03
H 1.5051 -3.5578 5.8809 0.00 -0.02 0.01
C 3.8587 0.4213 1.5244 0.04 0.08 -0.01
C 5.2618 -4.0048 -1.9798 -0.04 0.01 0.02
F -3.1486 3.3801 1.5466 0.02 -0.05 0.01
S 0.9393 2.2190 -3.5305 0.08 0.01 -0.09
H 4.6505 -6.0467 -1.7191 0.02 0.00 -0.01
F -1.4052 4.8013 2.6006 -0.05 -0.05 -0.02
N 1.9019 -1.9367 1.2022 0.18 0.42 -0.12
H -3.0259 -2.4252 2.9902 -0.04 0.03 -0.02
F -2.7882 3.2330 3.9753 -0.01 -0.07 -0.03
H -5.1094 0.0681 1.1829 0.00 0.01 0.02
H 2.4827 -5.4686 -0.7221 0.04 0.06 -0.01
C 3.6848 -2.3421 -1.2514 0.12 -0.01 -0.07
C 0.5296 1.3983 -2.0525 -0.07 -0.12 0.17
H 2.3438 -4.4194 2.0599 -0.01 -0.02 -0.02
C 2.6747 0.5219 2.2459 0.03 0.00 -0.03
H 2.9106 -1.9014 1.1051 0.05 -0.01 0.19
C -4.3138 -1.9272 1.3573 -0.03 -0.11 0.02
H 3.4037 -1.2989 -1.1716 0.10 -0.11 0.02
C -0.4287 3.2720 -3.3299 -0.01 0.03 -0.02
H -0.2713 -2.3720 7.1267 -0.01 0.00 0.01
C -0.8560 4.3256 -4.1273 -0.01 -0.01 -0.01
C -0.6175 -4.9482 0.5255 -0.12 0.07 0.04
C 0.0216 -2.0273 6.1437 0.00 -0.02 0.00
H -2.3101 5.8781 -4.3240 0.00 0.02 -0.02
H 6.2152 -4.2617 -2.4208 0.03 -0.01 -0.01
H -1.8842 -2.4396 0.7534 -0.04 -0.09 -0.11
C 3.1611 -4.6785 -1.0235 0.04 -0.09 0.06
H -2.8053 1.3190 -1.0202 0.00 -0.07 0.06
H 5.8230 1.2094 1.2061 0.02 0.00 -0.01
H 0.6044 -2.2974 -2.3851 -0.06 -0.02 0.01
H 5.5757 -1.8853 -2.1365 0.03 0.02 -0.02
Cd -0.7636 0.4269 0.5126 0.05 -0.06 -0.42
H -5.1074 -2.2706 2.0260 0.00 0.04 0.00
C -2.6080 4.7482 -2.5211 0.01 0.01 0.00
N -0.5598 1.8428 -1.4731 0.21 0.13 0.05
H -1.0842 -1.9441 2.0492 -0.07 0.05 -0.08
C -4.8727 -0.7770 0.5274 -0.07 0.04 -0.02
C 0.9154 -5.9107 2.6153 -0.03 -0.01 -0.01
C -4.0320 -0.2676 -0.6370 0.00 0.00 0.02
C -1.0974 2.9366 -2.1472 0.00 -0.12 0.15
H -3.1638 -0.6906 2.7154 -0.01 -0.02 -0.04
H 5.5839 2.9714 2.9252 0.01 0.01 0.00
C 4.9075 -2.6726 -1.8159 -0.02 -0.06 0.00
H -3.4254 1.3543 0.4758 -0.02 -0.01 -0.04
H -1.3743 -0.3978 6.1199 -0.03 0.02 0.01
C -2.1825 3.7021 -1.7231 -0.01 0.05 -0.07
F -0.7902 2.8765 1.1560 0.10 0.05 0.12
H -1.2125 -4.6243 -0.3170 -0.04 0.06 0.04
N -1.8375 -1.6737 1.4163 0.23 -0.02 0.24
C -1.9599 5.0528 -3.7199 -0.01 -0.03 0.05
H 1.5276 -6.2936 3.4205 0.02 -0.01 0.02
H 1.6075 1.6430 3.7460 0.03 -0.01 0.00
H -2.6455 3.5188 -0.7637 -0.03 -0.03 0.02
C -0.5984 -0.9233 5.5802 0.02 0.00 -0.01
C 4.3860 -5.0059 -1.5864 0.01 0.01 0.00
C -3.0865 -1.6567 2.2128 0.03 -0.01 -0.02
H -5.8305 -1.1066 0.1177 0.01 -0.02 0.00
N -3.0282 0.7288 -0.2234 0.15 0.15 -0.04
C -1.0955 -5.9877 1.3098 0.08 0.00 0.03
F -0.4066 2.7643 3.5899 -0.10 -0.01 -0.10
H -0.8603 -2.7301 -1.5182 -0.04 -0.07 0.00
C 1.3959 -2.2554 4.1866 0.02 0.02 -0.01
H -4.1019 -2.7803 0.6993 0.00 0.00 0.00
P 1.1878 -2.9138 -0.1580 -0.31 -0.18 0.43
F -2.0899 1.3847 2.4674 -0.13 -0.16 0.20
As -1.7788 3.1343 2.5939 0.10 0.22 -0.01
C 0.7773 -1.1459 3.6121 0.10 -0.01 -0.03
C 4.7692 2.2857 2.7341 0.01 0.02 0.02
C 0.6112 -4.3466 0.7979 -0.14 0.04 -0.17
H 3.4614 3.1836 4.1817 0.00 0.02 0.01
H 2.1700 -2.7753 3.6403 0.03 0.00 -0.01
C -0.3305 -6.4697 2.3608 0.03 0.00 -0.02
C 1.0188 -2.6956 5.4441 0.00 0.03 -0.01
S 1.4706 0.1322 -1.3897 -0.36 0.27 -0.12
H -3.4442 5.3529 -2.1971 -0.01 0.02 0.00
C 2.8085 -3.3443 -0.8401 0.03 -0.14 -0.12
H -2.0571 -6.4291 1.0845 -0.01 -0.01 0.00
P 1.2526 -0.5602 1.9449 -0.23 -0.26 0.02
H -0.6938 -7.2858 2.9703 -0.01 -0.02 0.02
C 0.1654 -3.0377 -1.7176 0.08 0.44 0.07
I 0.0414 -4.8482 -2.9044 0.01 -0.30 -0.32
C 4.9066 1.2970 1.7735 -0.07 -0.01 0.02
C 3.5807 2.4039 3.4421 0.00 0.00 -0.02
H -3.5255 -1.0969 -1.1398 0.01 0.00 0.03
C 2.5352 1.5297 3.1989 -0.02 -0.03 0.04
H -0.7242 0.3701 3.8823 -0.01 0.04 -0.02
H -0.3359 4.5781 -5.0409 0.03 0.00 -0.03
C -0.2264 -0.4857 4.3152 -0.03 -0.03 0.01
H -4.7008 0.1847 -1.3750 -0.01 -0.03 0.02
```
Forces are in eV/Å.

The calculation puts the lowest unoccupied orbital energy (alpha / beta) at 0.2999 / -0.7866 eV. The calculation puts the frontier orbital gap (alpha / beta) at 6.78 / 6.93 eV. The calculation puts the relative energy (zero: lowest compared OMol25 entry of this formula, charge and spin) at 0.451 eV. For the HOMO energy (alpha / beta), the calculation gives -6.5 / -7.7 eV. The spin multiplicity is 2. As for the net charge: 0.

Atom charges from the Mulliken analysis, given in e for atoms 1 to 8: number 1, C, carries -0.46; number 2, H, carries 0.12; number 3, H, carries 0.45; number 4, C, carries -0.03; number 5, C, carries -0.60; number 6, F, carries -0.53; number 7, S, carries -0.30; number 8, H, carries 0.43